(1)
ORCA calculation (ωB97M-V/def2-TZVPD) on a structure of composition C35H54BN5O2Sb2Ti in a non-equilibrium geometry.

Element x y z (Å)
1 Ti -0.5996 0.7623 0.3699
2 C 0.6153 2.7433 2.5985
3 N 0.3393 1.2906 2.5149
4 C 1.5836 0.5853 2.8806
5 C -0.7192 0.9592 3.4936
6 C -1.3145 -0.3930 3.1961
7 N -2.0517 -0.3671 1.9267
8 C -2.3766 -1.7605 1.5733
9 C -3.3367 0.3429 2.1084
10 H 0.8628 3.0197 3.6292
11 H -0.2537 3.3095 2.2751
12 H 1.4658 2.9946 1.9688
13 H 1.9105 0.8970 3.8787
14 H 2.3712 0.8274 2.1705
15 H 1.4435 -0.4926 2.8691
16 H -1.4773 1.7386 3.4227
17 H -0.3147 0.9908 4.5119
18 H -1.9576 -0.7127 4.0256
19 H -0.5275 -1.1450 3.1054
20 H -2.9124 -2.2455 2.3985
21 H -1.4673 -2.3151 1.3536
22 H -3.0201 -1.7796 0.6983
23 H -3.9221 -0.1477 2.8946
24 H -3.9007 0.3152 1.1788
25 H -3.1919 1.3859 2.3808
26 C 2.2484 -3.0938 -1.5459
27 Sb 2.3022 -1.4642 -0.1818
28 C 3.4896 -2.4512 1.3057
29 C 4.0720 -0.4347 -0.9862
30 C 4.7459 -1.1177 -2.1323
31 C 5.6320 -2.1702 -1.8952
32 C 6.2318 -2.8645 -2.9320
33 C 5.9526 -2.5026 -4.2440
34 C 5.0977 -1.4408 -4.4883
35 C 4.4920 -0.7313 -3.4496
36 C 3.5733 0.4104 -3.7644
37 Sb 1.4934 -0.1483 -3.5308
38 C 1.5530 -1.6438 -5.0519
39 C 0.7403 1.4342 -4.7656
40 H 3.2704 -3.4160 -1.7379
41 H 1.7779 -2.8052 -2.4857
42 H 1.6730 -3.8974 -1.0950
43 H 4.3312 -2.9229 0.8011
44 H 2.9352 -3.2188 1.8375
45 H 3.8723 -1.7212 2.0202
46 H 4.7441 -0.4007 -0.1249
47 H 3.8069 0.5914 -1.2326
48 H 5.8615 -2.4417 -0.8709
49 H 6.9165 -3.6751 -2.7184
50 H 6.4102 -3.0307 -5.0704
51 H 4.8990 -1.1372 -5.5099
52 H 3.6995 0.7277 -4.8000
53 H 3.7593 1.2780 -3.1277
54 H 1.9310 -1.2093 -5.9778
55 H 0.5552 -2.0450 -5.2238
56 H 2.2125 -2.4541 -4.7417
57 H 1.0934 1.2915 -5.7871
58 H 1.1118 2.3908 -4.3951
59 H -0.3483 1.4548 -4.7628
60 C -1.4914 -0.3806 -1.1506
61 H -1.7429 0.2420 -2.0157
62 H -2.4109 -0.8512 -0.8095
63 H -0.7891 -1.1544 -1.4906
64 N -1.0066 -4.5134 -1.0728
65 C -0.5008 -4.9385 0.1273
66 C -0.5075 -6.2966 0.4876
67 C 0.0142 -6.6513 1.7078
68 C 0.5274 -5.6667 2.5558
69 C 0.5024 -4.3680 2.1018
70 N 0.0215 -3.9951 0.9097
71 H -1.5684 -5.1341 -1.6257
72 H -1.1537 -3.5240 -1.1889
73 H -0.9233 -7.0360 -0.1838
74 H 0.0157 -7.6905 2.0110
75 H 0.9298 -5.9066 3.5292
76 H 0.8787 -3.5662 2.7312
77 C 2.0641 4.2420 -1.7982
78 C 0.7165 4.0800 -2.0685
79 C 0.0625 2.9857 -1.5328
80 N 0.6642 2.0952 -0.7330
81 C 1.9680 2.2613 -0.4876
82 C 2.7092 3.3081 -1.0022
83 H 2.6073 5.0877 -2.2009
84 H 0.1688 4.7787 -2.6847
85 H -0.9845 2.8155 -1.7441
86 H 2.4237 1.5216 0.1538
87 H 3.7621 3.3867 -0.7694
88 O -2.1782 3.5702 1.1319
89 B -2.1551 2.3530 0.4156
90 O -3.3159 2.2929 -0.3842
91 C -4.0340 3.4412 -0.1304
92 C -5.2446 3.8347 -0.6546
93 C -5.7457 5.0579 -0.2112
94 C -5.0547 5.8363 0.7122
95 C -3.8291 5.4240 1.2343
96 C -3.3505 4.2149 0.7856
97 H -5.7760 3.2246 -1.3720
98 H -6.6947 5.4098 -0.5933
99 H -5.4765 6.7794 1.0325
100 H -3.2817 6.0179 1.9538

Values from the calculation:
* net charge: +1
* frontier orbital gap (alpha / beta): 7.367 / 7.402 eV
* relative energy (zero: lowest compared OMol25 entry of this formula, charge and spin): 0.00 kcal per mole
* 2S+1: 2
* expectation value of S²: 0.754
* HOMO level (alpha / beta): -10.09 / -10.09 eV



(2)
ORCA calculation (ωB97M-V/def2-TZVPD) on the molecule C13H14N2 in a non-equilibrium geometry.

Element x y z (Å)
1 C -3.6830 2.2001 -0.5223
2 C -3.1749 0.8301 -0.2324
3 C -3.9906 -0.2006 0.3615
4 C -3.3891 -1.4584 0.6388
5 C -2.0414 -1.7342 0.3573
6 C -1.3270 -0.5843 -0.2310
7 N 0.0143 -0.5752 -0.5584
8 C 1.0203 -1.4507 -0.1186
9 C 2.2909 -0.6085 -0.1159
10 C 2.1549 0.4640 0.7372
11 C 3.1912 1.3149 0.9697
12 C 4.4158 1.0283 0.3249
13 C 4.5805 -0.0434 -0.4974
14 C 3.5205 -0.8921 -0.7031
15 N -1.8513 0.6120 -0.3804
16 H -4.7270 2.1981 -0.0930
17 H -3.6927 2.3104 -1.6458
18 H -3.0903 2.8713 -0.0074
19 H -5.0266 -0.0158 0.3822
20 H -4.1267 -2.1806 1.0677
21 H -1.6950 -2.7483 0.5388
22 H 0.0235 0.2517 -1.1539
23 H 1.0796 -2.3728 -0.7391
24 H 0.8938 -1.9091 0.9065
25 H 1.1537 0.7403 1.0378
26 H 2.9743 2.1616 1.5469
27 H 5.3431 1.6094 0.4874
28 H 5.5003 -0.1821 -0.8891
29 H 3.6590 -1.6361 -1.4687

Values from the calculation:
* net charge: 0
* frontier orbital gap: 8.817 eV
* SMILES: Cc1cccc(NCc2ccccc2)n1
* relative energy (zero: lowest compared OMol25 entry of this formula, charge and spin): 36.24 kcal per mole
* HOMO level: -7.84 eV



(3)
ORCA calculation (ωB97M-V/def2-TZVPD) on a cluster of 2 separate species, C6H15Cl2N2 in total in a non-equilibrium geometry.

Element x y z (Å)
1 C 0.4981 -2.3839 -2.1883
2 C 1.4504 -1.9698 -0.9881
3 C 0.5855 -1.6505 0.2237
4 C -0.1616 -0.3835 0.0065
5 C -0.2193 0.5951 1.1864
6 C -1.5233 2.1724 0.2682
7 N -2.5623 2.5732 1.0428
8 N 1.0114 1.3083 1.4968
9 Cl -1.8366 1.4531 -1.2703
10 Cl -0.2250 3.4706 0.0828
11 H 0.0665 -1.5460 -2.6917
12 H 0.8974 -3.0022 -3.0000
13 H -0.3131 -3.0118 -1.7447
14 H 1.9790 -1.0891 -1.2027
15 H 2.3037 -2.7222 -0.8064
16 H 0.0324 -2.5858 0.4407
17 H 1.3871 -1.5545 1.0123
18 H -1.0676 -0.6374 -0.4684
19 H 0.3956 0.1383 -0.7006
20 H -0.8957 0.5568 2.1272
21 H -3.3953 2.9417 0.5923
22 H -2.3261 2.9093 1.9050
23 H 1.7221 0.5295 1.5535
24 H 0.9250 1.9036 2.3918
25 H 1.2716 1.9848 0.7312

Values from the calculation:
* net charge: +1
* frontier orbital gap: 9.366 eV
* relative energy (zero: lowest compared OMol25 entry of this formula, charge and spin): 91.80 kcal per mole
* HOMO level: -12.83 eV



(4)
ORCA calculation (ωB97M-V/def2-TZVPD) on a cluster of 14 separate species, C31H78B2F23N9O11P2 in total in a non-equilibrium geometry.

Element x y z (Å)
1 C 6.1034 -12.1950 1.8640
2 C 6.8464 -10.9194 2.0779
3 O 7.8494 -10.7698 2.6523
4 N 6.4147 -9.7441 1.2635
5 H 7.2784 -9.2924 0.9986
6 H 6.0430 -10.0653 0.3810
7 C 5.5356 -8.7978 2.0405
8 H 6.4845 -12.8331 1.0667
9 H 5.0226 -12.1032 1.7565
10 H 6.2394 -12.8359 2.7351
11 H 6.2388 -8.4392 2.7922
12 H 4.5764 -9.2163 2.3454
13 H 5.3844 -7.8871 1.4610
14 C -0.1583 2.6619 -10.2026
15 C -0.6078 1.5725 -9.1923
16 O -1.4057 0.6672 -9.3847
17 N -0.1768 1.8875 -7.7948
18 H 0.8193 1.9372 -7.6351
19 H -0.4796 2.8224 -7.5618
20 C -0.7825 0.9276 -6.7477
21 H 0.9179 2.8341 -10.1875
22 H -0.8092 3.5296 -10.0951
23 H -0.2957 2.3436 -11.2360
24 H -0.2760 -0.0317 -6.8535
25 H -1.8688 1.0018 -6.7990
26 H -0.6049 1.2800 -5.7316
27 C 9.3597 -1.4815 -8.0732
28 C 9.1898 -2.7091 -7.2111
29 O 9.7963 -3.7591 -7.3785
30 N 8.2022 -2.7200 -6.0557
31 H 8.6682 -2.9361 -5.1861
32 H 7.8445 -1.8033 -5.8281
33 C 6.9627 -3.6803 -6.2385
34 H 9.9908 -1.7181 -8.9298
35 H 9.9729 -0.7887 -7.4970
36 H 8.3606 -1.0812 -8.2455
37 H 6.3854 -3.2865 -7.0750
38 H 6.2975 -3.4989 -5.3943
39 H 7.2017 -4.7437 -6.2329
40 C -0.2644 11.4213 -0.0925
41 C -0.4914 10.3527 1.0346
42 O 0.2066 10.3180 2.0699
43 N -1.6483 9.3629 0.7898
44 H -1.6451 8.9606 -0.1366
45 H -1.4159 8.5494 1.3416
46 C -3.0530 10.0572 1.0723
47 H 0.3574 10.9837 -0.8735
48 H 0.4573 12.1621 0.2519
49 H -1.1726 11.8887 -0.4730
50 H -3.8068 9.3419 0.7433
51 H -3.0307 11.0103 0.5440
52 H -3.0810 10.1607 2.1570
53 C -9.9884 8.0898 4.4253
54 C -10.3033 9.6005 4.2600
55 O -9.4618 10.4963 4.4534
56 N -11.7592 9.9695 3.8967
57 H -12.3826 9.1956 4.0771
58 H -12.1838 10.5014 4.6429
59 C -11.9246 10.4464 2.4589
60 H -10.6177 7.5647 5.1440
61 H -9.0399 8.0366 4.9597
62 H -9.9701 7.5974 3.4530
63 H -11.5839 9.5901 1.8769
64 H -11.3220 11.3510 2.3779
65 H -12.9923 10.4927 2.2446
66 C 4.3895 1.0379 4.0908
67 C 5.1885 2.0758 3.4309
68 O 6.3877 2.2319 3.7413
69 N 4.4160 3.0212 2.4924
70 H 3.4113 2.9787 2.5871
71 H 4.4977 3.8968 2.9890
72 C 5.1579 3.0752 1.0752
73 H 5.0240 0.1832 3.8562
74 H 3.3503 0.9337 3.7788
75 H 4.4744 1.2221 5.1618
76 H 6.2429 3.1076 1.1743
77 H 4.6973 3.8144 0.4198
78 H 4.9241 2.1362 0.5735
79 C -6.3603 -7.6346 -5.9030
80 C -5.1469 -7.2984 -5.0710
81 O -4.6047 -6.1944 -5.0792
82 N -4.6788 -8.4142 -4.1310
83 H -5.1837 -9.2861 -4.2018
84 H -3.7646 -8.6235 -4.5059
85 C -4.7484 -7.8851 -2.6447
86 H -6.5580 -6.7239 -6.4683
87 H -7.3186 -7.9157 -5.4662
88 H -6.1323 -8.3890 -6.6560
89 H -5.7596 -7.7347 -2.2665
90 H -4.1686 -6.9631 -2.6012
91 H -4.2838 -8.6953 -2.0828
92 C -1.2963 7.2744 10.2959
93 C -1.7070 6.7289 8.9240
94 O -2.3469 7.4055 8.1203
95 N -1.4524 5.2500 8.7108
96 H -1.3153 5.0934 7.7224
97 H -0.6254 4.8159 9.0951
98 C -2.6519 4.3651 9.2182
99 H -1.2002 8.3542 10.1821
100 H -0.3083 6.8981 10.5613
101 H -2.0939 7.0853 11.0143
102 H -3.5439 4.5119 8.6093
103 H -2.8168 4.7513 10.2240
104 H -2.3412 3.3313 9.3695
105 C -3.5323 -6.7098 5.5463
106 C -4.6372 -5.8006 5.1574
107 O -4.5524 -5.1675 4.0222
108 N -5.9168 -5.7029 6.0813
109 H -6.3446 -6.5510 6.4244
110 H -5.7191 -5.4210 7.0308
111 C -6.8865 -4.6573 5.6204
112 H -3.1308 -7.1391 4.6284
113 H -3.9279 -7.5925 6.0487
114 H -2.8429 -6.2282 6.2398
115 H -7.1951 -4.9123 4.6066
116 H -6.2163 -3.7986 5.6595
117 H -7.7253 -4.6125 6.3151
118 C -1.6799 1.2967 1.8712
119 O -0.6527 0.5210 1.2516
120 O -1.0280 2.4717 2.3168
121 C -2.9838 1.2616 0.9396
122 F -3.8111 0.2497 0.9457
123 F -3.7505 2.3128 1.4058
124 F -2.6945 1.5810 -0.3691
125 C -0.9113 -0.9118 1.0547
126 C 0.2133 -1.5031 0.1900
127 H 1.1654 -1.5579 0.7179
128 H 0.0643 -2.5436 -0.0986
129 H 0.3238 -0.9246 -0.7272
130 H -1.9358 -1.1383 0.7595
131 H -0.8931 -1.2537 2.0895
132 H -1.9280 0.7045 2.7521
133 P 9.2755 -3.0917 0.6473
134 F 8.6128 -3.3320 2.1332
135 F 9.1376 -1.5238 0.5432
136 F 10.7899 -2.9177 1.2969
137 F 10.1457 -3.1203 -0.7254
138 F 9.3997 -4.6909 0.6031
139 F 7.9547 -3.4302 -0.3198
140 P 2.0579 -9.5500 -3.2593
141 F 3.0462 -8.3694 -2.7506
142 F 2.9514 -10.6132 -2.4477
143 F 1.0891 -9.3455 -1.9227
144 F 1.0170 -10.6703 -3.8527
145 F 1.2112 -8.3995 -4.0650
146 F 3.0807 -9.7489 -4.5216
147 B -1.2507 7.2982 -4.4136
148 F -0.8297 8.6393 -4.5313
149 F -2.5048 7.1804 -3.8370
150 F -1.2604 6.7299 -5.6570
151 F -0.3696 6.5866 -3.6234
152 B 5.0496 2.1301 -5.8966
153 F 4.6249 0.9350 -5.4354
154 F 4.4565 3.3171 -5.3980
155 F 6.3286 2.2120 -5.5101
156 F 4.9569 2.0495 -7.2440

Values from the calculation:
* net charge: +4
* frontier orbital gap: 3.116 eV
* HOMO level: -10.93 eV



Total energy values (in Eh) by entry order: -3144.97381 -613.23814 -1267.14701 -5576.72529.